{
  "formula": "C30H32BF5N2O2SbSiZr",
  "method": "wB97M-V/def2-TZVPD",
  "homo_lumo_gap_ev": 7.994,
  "relative_energy_kcal_mol": 46.5,
  "homo_energy_ev": -11.23,
  "fmax_ev_per_a": 0.5,
  "total_charge": 1,
  "species": ["Zr", "N", "C", "C", "C", "O", "O", "H", "H", "H", "H", "H", "H", "C", "Si", "C", "C", "N", "C", "C", "C", "C", "C", "C", "H", "H", "H", "H", "H", "H", "H", "H", "H", "H", "H", "H", "H", "H", "F", "C", "C", "C", "C", "C", "C", "Sb", "C", "C", "C", "C", "F", "C", "C", "C", "C", "C", "C", "F", "C", "C", "H", "H", "H", "H", "H", "H", "H", "H", "H", "H", "H", "H", "F", "B", "F"],
  "positions_angstrom": [[0.307155, 1.556014, 1.329376], [1.359653, 1.203373, 3.536148], [2.434045, 2.121263, 4.015547], [3.438633, 2.399607, 2.878149], [2.516440, 2.553851, 1.713206], [2.375387, 1.567451, 0.885289], [1.604076, 3.405697, 1.735592], [0.589097, 1.217312, 4.201004], [1.701331, 0.242421, 3.525080], [2.936781, 1.710076, 4.890016], [1.952796, 3.056096, 4.293625], [4.120956, 1.568724, 2.712548], [4.000676, 3.307632, 3.085782], [-3.057196, -1.976922, 1.435293], [-2.423467, -0.308305, 1.986504], [-3.178513, 0.971099, 0.838999], [-2.902021, 0.102382, 3.751859], [-0.632158, -0.216494, 1.770378], [0.176165, -1.289536, 2.225730], [1.482157, -1.425884, 1.738582], [2.339841, -2.408294, 2.216852], [1.904075, -3.304577, 3.179309], [0.605977, -3.194090, 3.659418], [-0.244779, -2.200207, 3.200984], [-4.111961, -2.047776, 1.714928], [-2.545631, -2.840436, 1.855657], [-2.995952, -2.055153, 0.349313], [-4.211650, 0.640973, 0.691148], [-2.733532, 1.007497, -0.160219], [-3.240444, 1.989245, 1.224538], [-3.988980, 0.207372, 3.802676], [-2.477962, 1.058865, 4.065851], [-2.617906, -0.651682, 4.485157], [1.854286, -0.766896, 0.958053], [3.343621, -2.478402, 1.817116], [2.561326, -4.079990, 3.547207], [0.248191, -3.887301, 4.409414], [-1.237217, -2.139061, 3.621685], [5.662603, 0.109540, -4.315927], [4.465115, 0.194188, -3.724477], [3.498069, 1.003174, -4.288093], [2.258468, 1.078988, -3.671460], [1.996223, 0.357110, -2.510928], [3.003763, -0.433039, -1.960604], [4.245195, -0.528211, -2.565614], [0.132017, 0.496524, -1.540090], [-1.043066, 1.496597, -2.967253], [-1.166012, 0.930995, -4.240185], [-1.913946, 1.552904, -5.223834], [-2.538054, 2.749664, -4.915131], [-3.262890, 3.356807, -5.860296], [-2.440626, 3.337374, -3.669419], [-1.686484, 2.700855, -2.694944], [-0.684390, -1.445673, -1.674779], [0.028445, -2.566631, -1.255819], [-0.533648, -3.830829, -1.313687], [-1.819161, -3.957797, -1.807248], [-2.367603, -5.177333, -1.869133], [-2.554371, -2.872025, -2.241683], [-1.977814, -1.612818, -2.165030], [3.720118, 1.554739, -5.190863], [1.497522, 1.711155, -4.111985], [2.838006, -0.988258, -1.043967], [5.036360, -1.142449, -2.159018], [-0.676896, -0.007964, -4.475231], [-2.019881, 1.132285, -6.214082], [-2.945429, 4.273629, -3.476495], [-1.605410, 3.164560, -1.722359], [1.039434, -2.476062, -0.879278], [0.007262, -4.710452, -0.993078], [-3.553814, -3.018999, -2.627248], [-2.554312, -0.760162, -2.505811], [-0.960079, 2.747549, 2.602760], [-1.526160, 3.851932, 1.657811], [-0.851853, 3.112188, 0.426680]],
  "atomic_forces_ev_per_a": [[-0.3, -0.4, -0.1], [0.0, 0.0, -0.1], [0.0, 0.0, 0.0], [0.0, 0.0, 0.0], [0.1, 0.0, 0.0], [0.1, -0.2, 0.1], [0.1, 0.2, 0.0], [0.0, 0.0, 0.0], [0.0, 0.0, 0.0], [0.0, 0.0, 0.0], [0.0, 0.0, 0.0], [0.0, 0.0, 0.0], [0.0, 0.0, 0.0], [0.0, 0.1, 0.0], [0.1, -0.1, -0.1], [-0.1, -0.1, 0.0], [0.0, 0.0, -0.1], [0.0, 0.3, 0.3], [0.0, 0.0, 0.0], [0.0, -0.1, -0.1], [0.0, 0.0, 0.0], [0.0, 0.0, 0.0], [0.0, 0.0, 0.0], [0.1, 0.0, 0.1], [0.0, 0.0, 0.0], [0.0, 0.0, 0.0], [0.0, 0.0, 0.0], [0.0, 0.0, 0.0], [0.0, 0.0, 0.0], [0.0, 0.0, 0.1], [0.0, 0.0, 0.0], [0.0, 0.0, 0.0], [0.0, 0.0, 0.0], [-0.1, 0.0, 0.0], [0.0, 0.0, 0.0], [0.0, 0.0, 0.0], [0.0, 0.0, 0.0], [0.0, 0.0, 0.0], [0.0, 0.0, 0.0], [0.0, 0.0, 0.0], [0.0, 0.0, 0.0], [-0.1, 0.0, 0.0], [0.1, -0.1, -0.1], [0.0, 0.0, 0.1], [0.0, 0.0, -0.1], [0.0, 0.2, 0.1], [0.0, 0.0, -0.2], [0.0, 0.0, 0.0], [0.0, 0.0, 0.0], [0.0, 0.0, 0.0], [0.0, 0.0, 0.0], [0.0, 0.0, -0.1], [0.0, 0.0, 0.1], [-0.1, -0.1, -0.1], [0.1, 0.0, 0.1], [-0.1, 0.0, 0.0], [0.0, 0.0, 0.0], [0.0, 0.0, 0.0], [0.0, 0.0, 0.0], [-0.1, 0.1, 0.0], [0.0, 0.0, 0.0], [0.0, 0.0, 0.0], [0.0, 0.0, 0.0], [0.0, 0.0, 0.0], [0.0, 0.0, 0.0], [0.0, 0.0, 0.0], [0.0, 0.0, 0.0], [0.0, 0.0, 0.0], [0.0, 0.0, 0.0], [0.0, 0.0, 0.0], [0.0, 0.0, 0.0], [0.0, 0.0, 0.0], [-0.3, 0.4, -0.1], [0.3, -0.5, 0.0], [-0.2, 0.1, 0.2]]
}

***

{
  "formula": "C30H32BFO2S",
  "method": "wB97M-V/def2-TZVPD",
  "homo_lumo_gap_ev": 5.453,
  "relative_energy_kcal_mol": 92.3,
  "homo_energy_ev": -6.41,
  "fmax_ev_per_a": 3.4,
  "total_charge": 0,
  "species": ["C", "C", "C", "C", "C", "B", "C", "C", "C", "C", "C", "C", "O", "C", "C", "C", "C", "C", "C", "O", "S", "H", "H", "H", "H", "H", "H", "H", "H", "H", "H", "H", "H", "H", "H", "H", "H", "H", "H", "H", "H", "H", "H", "F", "C", "C", "C", "C", "C", "C", "C", "C", "C", "C", "C", "C", "C", "H", "H", "H", "H", "H", "H", "H", "H", "H", "H"],
  "positions_angstrom": [[-1.513930, -0.527896, 4.189059], [-0.305459, 0.300448, 3.984486], [-0.066533, 1.591783, 4.432433], [1.263697, 2.023676, 4.220562], [1.991019, 1.157121, 3.399917], [-1.429821, 2.573753, 0.039575], [3.443894, 1.048016, 3.351550], [4.270113, 2.110564, 3.782782], [5.623074, 2.125579, 3.445192], [6.191230, 1.030358, 2.786691], [5.414295, -0.101286, 2.518639], [4.065893, -0.115989, 2.854235], [-2.093861, 1.381672, -0.056625], [-3.443956, 1.698266, 0.374107], [-4.304016, 1.658767, -0.883779], [-3.883884, 0.614456, 1.328291], [-3.311630, 3.165111, 0.979045], [-4.494212, 4.067663, 0.749539], [-2.960171, 3.198202, 2.473584], [-2.181413, 3.708346, 0.250279], [1.108439, -0.359182, 3.276177], [-2.365803, 0.101680, 4.476288], [-1.767268, -1.078982, 3.272629], [-1.351212, -1.268015, 4.989392], [-0.838380, 2.173538, 4.934465], [1.653261, 2.975794, 4.565548], [3.831985, 2.932856, 4.353943], [6.227867, 3.001255, 3.687166], [7.240601, 1.056021, 2.494647], [5.860171, -0.975799, 2.036356], [3.473556, -1.024267, 2.699055], [-5.353261, 1.849852, -0.638819], [-3.970075, 2.388162, -1.633778], [-4.252235, 0.659141, -1.330767], [-4.936163, 0.752682, 1.600557], [-3.785813, -0.360988, 0.837118], [-3.286027, 0.598696, 2.247993], [-5.332297, 3.713787, 1.357947], [-4.261497, 5.091530, 1.060410], [-4.807005, 4.077258, -0.297300], [-3.777792, 2.798047, 3.087435], [-2.034032, 2.652104, 2.711858], [-2.806620, 4.244796, 2.774484], [2.761892, 7.074141, 3.473292], [2.381378, 5.961313, 2.767002], [1.040403, 5.803764, 2.427645], [0.662853, 4.621797, 1.807387], [1.589075, 3.571609, 1.572818], [1.069169, 2.247701, 1.310964], [1.715534, 1.213765, 0.557942], [0.932114, 0.032926, 0.413245], [1.476667, -1.146567, -0.062144], [2.794341, -1.151033, -0.529480], [3.543262, 0.030831, -0.521102], [2.999125, 1.222819, -0.048638], [2.963357, 3.868726, 1.766327], [3.358184, 5.032644, 2.416157], [0.320219, 6.588617, 2.650472], [-0.374672, 4.492959, 1.502842], [-0.156829, 2.414079, 0.775671], [-0.123238, 0.088293, 0.682226], [0.873906, -2.055277, -0.051621], [3.230714, -2.074674, -0.909867], [4.579272, 0.016230, -0.874628], [3.566746, 2.149153, -0.138652], [3.710401, 3.141713, 1.466367], [4.401117, 5.209221, 2.671608]],
  "atomic_forces_ev_per_a": [[-0.5, -0.4, -0.1], [0.9, 1.0, 0.4], [-0.2, -0.6, 0.1], [-0.1, -0.3, -1.1], [-0.5, -1.2, 3.1], [1.4, -0.1, 0.6], [1.0, 0.1, 0.0], [-0.1, -0.3, -0.3], [-0.2, -0.3, 0.2], [-0.1, 0.1, -0.1], [0.2, 0.1, 0.3], [-0.1, 0.4, -0.3], [0.4, 0.9, 0.5], [-0.5, 0.3, -0.5], [-0.2, 0.0, -0.1], [-0.1, -0.1, 0.4], [-0.4, -0.2, 0.3], [-0.5, 0.0, -0.2], [0.2, 0.0, 0.1], [0.4, -0.9, 0.0], [-0.3, 0.7, 0.3], [0.2, -0.2, -0.1], [-0.1, 0.1, 0.3], [-0.1, 0.2, -0.2], [0.2, -0.1, -0.1], [-0.1, -0.1, -0.1], [0.2, -0.2, -0.4], [-0.1, -0.3, 0.0], [-0.2, 0.0, 0.1], [-0.1, 0.3, 0.3], [0.2, 0.4, -0.2], [0.1, 0.0, -0.1], [-0.1, -0.2, 0.2], [0.1, 0.2, 0.1], [0.1, 0.0, 0.0], [0.0, 0.2, 0.1], [-0.1, 0.0, -0.3], [0.0, 0.1, -0.1], [0.1, -0.2, -0.1], [0.1, 0.1, 0.2], [0.2, 0.0, -0.2], [-0.2, 0.0, -0.2], [0.0, -0.3, -0.1], [-0.2, -0.5, -0.5], [0.5, 0.1, 0.2], [0.3, -0.1, -0.2], [0.2, 0.0, 0.4], [0.3, 1.0, -0.4], [-1.1, 1.1, -1.0], [0.2, -1.1, -1.7], [0.5, 0.2, -0.2], [-0.1, 0.2, -0.3], [0.2, 0.2, 0.2], [0.1, -0.2, -0.3], [-0.5, -0.2, 0.5], [-0.7, -0.2, -0.1], [-0.4, 0.4, 0.1], [0.2, -0.2, -0.1], [0.2, 0.0, 0.2], [-0.3, -0.1, -0.3], [0.4, -0.1, 0.2], [0.2, 0.2, -0.2], [0.0, 0.2, 0.1], [-0.4, 0.0, 0.0], [-0.1, -0.4, 0.2], [-0.1, 0.2, 0.3], [-0.2, 0.0, -0.1]]
}

***

{
  "formula": "C30H32BMoNO2PS2SbSe4",
  "method": "wB97M-V/def2-TZVPD",
  "homo_lumo_gap_ev": 6.836,
  "relative_energy_kcal_mol": 33.9,
  "homo_energy_ev": -13.48,
  "fmax_ev_per_a": 0.7,
  "total_charge": 2,
  "species": ["Mo", "N", "C", "C", "C", "C", "C", "C", "P", "C", "C", "C", "C", "C", "C", "C", "C", "C", "C", "C", "C", "H", "H", "H", "H", "H", "H", "H", "H", "H", "H", "H", "H", "H", "H", "H", "H", "S", "C", "C", "C", "C", "C", "C", "S", "H", "H", "H", "H", "C", "C", "C", "O", "B", "O", "C", "C", "C", "H", "H", "H", "H", "H", "H", "H", "H", "H", "H", "H", "H", "Se", "Sb", "Se", "Se", "Se"],
  "positions_angstrom": [[0.518653, 0.347378, -0.196026], [-0.343813, -0.895973, 1.471639], [0.202944, -0.638065, 2.808302], [-0.596424, -0.767588, 3.931216], [-0.021805, -0.596776, 5.181822], [1.335119, -0.323171, 5.302969], [2.123002, -0.193591, 4.171435], [1.555189, -0.339060, 2.906793], [2.435667, -0.101638, 1.341486], [3.624610, 1.213429, 1.726773], [4.952693, 1.147871, 1.319278], [5.839967, 2.153366, 1.684946], [5.411201, 3.208735, 2.474469], [4.085041, 3.275824, 2.888051], [3.191349, 2.291357, 2.504826], [3.376399, -1.613100, 1.034069], [3.498025, -2.605021, 2.005852], [4.252349, -3.739955, 1.744165], [4.891407, -3.884473, 0.521981], [4.776085, -2.897211, -0.448750], [4.015067, -1.768058, -0.198249], [-1.371578, -0.886934, 1.502222], [-0.121393, -1.868287, 1.242313], [-1.646326, -1.013663, 3.834730], [-0.636120, -0.689530, 6.067056], [1.776720, -0.203125, 6.282700], [3.175793, 0.040691, 4.265880], [5.308596, 0.306475, 0.738721], [6.873565, 2.095031, 1.371434], [6.111625, 3.975723, 2.776860], [3.749765, 4.096454, 3.508499], [2.160516, 2.350327, 2.834619], [3.009651, -2.496471, 2.965595], [4.344374, -4.508489, 2.499602], [5.481665, -4.768901, 0.323392], [5.277940, -3.010277, -1.400230], [3.926962, -1.001712, -0.959554], [1.338018, -0.568174, -1.985251], [0.137908, -0.495185, -3.307274], [0.540880, -0.641300, -4.622986], [-0.401147, -0.536003, -5.641723], [-1.733490, -0.293033, -5.345954], [-2.145420, -0.166163, -4.023324], [-1.202391, -0.269554, -3.015472], [-1.710204, -0.197637, -1.312224], [1.582497, -0.827818, -4.853379], [-0.088415, -0.640481, -6.671691], [-2.458056, -0.205845, -6.143648], [-3.185259, 0.012689, -3.781326], [0.228747, 5.313194, -1.400690], [0.866478, 4.101288, -2.052601], [1.248111, 4.397906, -3.488836], [-0.171140, 3.051646, -2.090434], [0.175717, 2.126987, -1.213435], [1.344949, 2.290931, -0.479912], [2.051451, 3.469383, -1.213843], [2.629032, 4.369808, -0.157151], [3.134835, 2.800398, -2.027514], [-0.623624, 5.622235, -2.003276], [0.929186, 6.145506, -1.350601], [-0.130292, 5.091670, -0.395623], [0.375123, 4.792040, -4.006215], [1.586311, 3.508132, -4.015363], [2.032975, 5.154293, -3.528804], [1.883592, 4.714820, 0.554928], [3.062606, 5.241921, -0.651257], [3.426998, 3.855110, 0.371730], [2.729091, 2.073642, -2.731614], [3.825340, 2.293454, -1.352825], [3.692446, 3.548763, -2.589919], [-4.009607, -2.887860, -1.475419], [-5.273047, -1.825543, 0.471676], [-4.068083, -0.009374, 1.373988], [-7.441637, -2.617744, 0.360805], [-1.829526, -2.418103, -0.928818]],
  "atomic_forces_ev_per_a": [[-0.2, 0.0, 0.6], [-0.2, -0.1, -0.1], [0.0, 0.0, 0.0], [0.0, 0.0, -0.1], [0.0, 0.0, 0.0], [0.0, 0.0, 0.0], [0.0, 0.0, 0.0], [-0.1, 0.0, 0.0], [0.4, 0.1, 0.0], [-0.1, 0.0, 0.1], [0.0, 0.0, 0.0], [0.0, 0.0, 0.0], [0.0, 0.0, 0.0], [0.0, 0.0, 0.0], [0.0, 0.0, 0.0], [0.0, 0.0, 0.0], [0.0, 0.0, 0.0], [0.0, 0.0, 0.0], [0.0, 0.0, 0.0], [0.0, 0.0, 0.0], [0.0, 0.0, 0.0], [0.1, 0.1, 0.0], [0.0, 0.0, 0.0], [0.0, 0.0, 0.0], [0.0, 0.0, 0.0], [0.0, 0.0, 0.0], [0.0, 0.0, 0.0], [0.0, 0.0, 0.0], [0.0, 0.0, 0.0], [0.0, 0.0, 0.0], [0.0, 0.0, 0.0], [0.0, 0.0, 0.0], [0.0, 0.0, 0.0], [0.0, 0.0, 0.0], [0.0, 0.0, 0.0], [0.0, 0.0, 0.0], [0.0, 0.0, 0.0], [0.1, -0.4, -0.5], [0.0, 0.1, 0.1], [0.0, 0.0, 0.0], [0.0, 0.0, 0.0], [0.0, 0.0, 0.0], [0.0, 0.0, 0.0], [0.1, -0.1, 0.0], [0.4, 0.2, -0.2], [0.0, 0.0, 0.0], [0.0, 0.0, 0.0], [0.0, 0.0, 0.0], [0.0, 0.0, 0.0], [0.0, 0.0, 0.0], [0.0, 0.0, 0.0], [0.0, 0.0, 0.0], [0.1, 0.0, -0.1], [-0.2, -0.1, 0.1], [-0.6, 0.4, -0.1], [0.3, -0.2, 0.0], [0.1, 0.0, -0.1], [-0.1, -0.1, 0.0], [0.0, 0.0, 0.0], [0.0, 0.0, 0.0], [0.0, 0.0, 0.0], [0.0, 0.0, 0.0], [0.0, 0.0, 0.0], [0.0, 0.0, 0.0], [0.0, 0.0, 0.0], [0.0, 0.0, 0.0], [0.0, 0.0, 0.0], [0.0, 0.0, 0.0], [0.0, 0.0, 0.0], [0.0, 0.0, 0.0], [0.0, 0.0, 0.0], [-0.1, 0.2, -0.1], [0.0, -0.3, 0.1], [0.2, 0.1, 0.1], [0.0, 0.1, 0.1]]
}